Record 1
21
Properties=species:S:1:pos:R:3:forces:R:3:mulliken_charge:R:1 method="wB97M-V/def2-TZVPD" e_homo_ev=-9.5 lumo_energy_ev=0.469 relative_energy_kj_mol=664.70 gap_ev=9.95 total_charge=0
C 0.809 2.783 -0.060 -0.4 1.9 -2.8 -0.657
C 0.625 1.593 -0.608 0.4 -1.7 -1.9 -0.198
C -2.038 -0.054 0.021 -1.1 1.1 0.7 -1.309
C -0.499 -1.929 0.706 -2.0 -1.1 0.9 -1.526
C 0.392 0.385 0.240 2.4 -1.1 -3.8 -0.550
C -0.609 -0.685 -0.212 -0.9 -1.2 0.7 1.469
N 2.121 -0.406 0.069 -3.2 4.4 3.2 0.815
O 2.946 0.185 0.747 -0.1 -1.2 -1.0 -0.585
O 2.204 -1.316 -0.653 1.4 -2.3 -1.7 -0.537
O -0.420 -1.115 -1.552 0.9 -0.3 -1.2 -0.605
H 0.878 3.739 -0.713 0.3 -1.8 1.2 0.233
H 0.717 2.945 0.972 -0.1 0.1 1.3 0.309
H 0.781 1.313 -1.732 -0.6 1.1 2.1 0.188
H -1.966 1.131 -0.145 -0.6 -2.7 0.2 0.303
H -2.940 -0.539 -0.530 2.0 0.9 0.3 0.334
H -2.342 -0.276 1.129 0.8 0.9 -1.9 0.294
H 0.527 -1.970 0.977 0.8 -0.8 0.5 0.432
H -0.833 -2.940 0.217 0.7 2.1 0.6 0.296
H -1.146 -1.834 1.672 1.3 -0.1 -1.7 0.320
H 0.388 0.677 1.215 -0.1 0.2 3.0 0.584
H 0.405 -1.687 -1.759 -1.9 1.6 1.4 0.389

Record 2
22
Properties=species:S:1:pos:R:3:forces:R:3:mulliken_charge:R:1 method="wB97M-V/def2-TZVPD" e_homo_ev=-11.2 lumo_energy_ev=0.404 relative_energy_kj_mol=213.23 smiles="CC(C)(C#N)COS(C)(=O)=O" gap_ev=11.62 total_charge=0
C 1.652 -0.934 -1.812 3.1 -1.7 -1.1 -1.544
C 1.044 0.053 -0.856 2.6 1.1 0.8 1.973
C 1.973 0.109 0.498 -2.8 -1.7 -1.1 -1.797
C 1.339 1.423 -1.369 -1.0 0.4 -1.0 -0.035
N 1.456 2.469 -1.848 0.2 -0.8 0.6 -0.545
C -0.436 -0.167 -0.776 -1.0 -0.6 2.2 -1.074
O -0.915 0.756 0.229 -0.7 -0.9 0.6 -0.336
S -1.335 0.105 1.645 0.4 3.0 0.2 1.185
C -3.108 0.214 1.509 1.0 -2.9 1.9 -0.992
O -0.850 -1.227 1.723 -0.3 -0.8 0.0 -0.574
O -0.879 1.108 2.563 -0.4 -0.7 0.2 -0.614
H 2.753 -1.128 -1.487 -1.8 0.4 -0.7 0.314
H 1.745 -0.524 -2.841 -0.3 -0.4 0.6 0.347
H 1.253 -1.981 -1.878 -0.3 1.2 0.3 0.353
H 1.881 1.004 1.056 -0.3 0.9 0.4 0.370
H 2.977 -0.061 0.208 0.8 -0.1 -0.3 0.537
H 1.587 -0.719 1.077 0.4 -0.2 0.6 0.429
H -0.949 0.161 -1.632 -0.3 0.2 -1.6 0.409
H -0.833 -1.211 -0.504 1.3 1.3 -0.5 0.522
H -3.582 -0.124 2.446 0.5 0.2 -0.2 0.364
H -3.392 1.161 1.277 -0.6 2.8 -0.7 0.366
H -3.379 -0.487 0.770 -0.4 -0.7 -1.1 0.342

Record 3
24
Properties=species:S:1:pos:R:3:forces:R:3:mulliken_charge:R:1 method="wB97M-V/def2-TZVPD" e_homo_ev="-9.0 / -8.3" lumo_energy_ev="-1.803 / -2.135" relative_energy_kj_mol=197.67 gap_ev="7.20 / 6.18" total_charge=0
C 0.218 1.977 1.906 -3.7 0.4 -2.5 -0.115
C 0.407 1.211 0.806 0.4 0.8 2.4 0.026
C -2.708 1.816 -0.673 -0.4 1.4 0.9 -0.964
C 2.507 -3.115 0.269 0.4 -2.2 -2.6 -1.074
C -1.491 1.714 -1.581 1.0 0.0 2.3 -0.383
C 2.305 -1.645 0.076 -0.5 1.5 0.6 -0.278
N 0.898 1.901 3.119 2.6 0.4 1.0 0.949
O 1.908 1.187 3.082 -0.5 0.6 0.9 -0.604
O 0.624 2.597 4.093 -0.7 -0.6 -1.1 -0.582
O 0.801 -1.552 2.313 -0.6 0.2 -0.2 -0.526
S 3.552 -1.185 2.916 0.0 0.2 -0.8 -0.261
S -0.122 0.687 -0.625 -0.3 -0.4 -1.3 -0.105
S 2.005 -0.916 1.787 0.1 -1.0 -0.2 0.656
H -0.781 2.544 1.893 1.8 -0.6 0.5 0.214
H -2.972 0.831 -0.220 0.2 1.0 -0.2 0.321
H -2.639 2.664 0.085 0.8 -1.5 -0.2 0.228
H -3.588 2.283 -1.111 -0.2 -0.7 -1.1 0.355
H 2.444 -3.597 -0.794 0.6 0.9 1.5 0.320
H 3.576 -3.262 0.624 -1.7 -0.4 0.1 0.320
H 1.651 -3.723 0.714 1.4 1.3 0.4 0.305
H -0.932 2.624 -1.817 -0.7 -0.1 -0.3 0.346
H -1.553 1.003 -2.382 -0.3 0.0 -0.7 0.348
H 1.387 -1.355 -0.515 1.1 -0.4 0.7 0.150
H 3.206 -1.056 -0.246 -0.8 -0.8 0.0 0.352

Record 4
23
Properties=species:S:1:pos:R:3:forces:R:3:mulliken_charge:R:1 method="wB97M-V/def2-TZVPD" e_homo_ev=-9.1 lumo_energy_ev=0.362 relative_energy_kj_mol=555.99 gap_ev=9.46 total_charge=0
C -1.737 1.530 -1.373 1.9 -0.9 1.1 0.777
C -1.934 2.790 -2.091 0.9 2.4 1.0 -1.045
C 2.188 0.195 1.133 2.8 1.5 1.1 -1.318
C 0.698 -1.569 2.145 2.9 -0.2 0.5 -1.348
C 1.597 -1.147 0.975 0.8 -1.0 -0.1 0.584
C -0.127 -0.486 -0.470 -2.9 -1.9 2.6 0.135
N -1.256 -1.836 -1.093 1.2 3.0 0.3 0.879
O -2.337 1.129 -0.436 -1.4 -0.2 0.4 -0.492
O -1.124 -2.782 -0.390 -0.7 -1.4 0.0 -0.572
O -1.906 -1.669 -2.102 0.2 -0.4 0.7 -0.599
O 0.961 -1.267 -0.299 0.1 0.6 -0.3 -0.411
S -0.050 0.710 -1.637 -0.1 2.1 -2.7 -0.190
H -1.700 2.717 -3.146 -0.5 0.0 -0.3 0.347
H -2.914 3.318 -1.791 1.6 -1.0 -0.8 0.285
H -1.021 3.410 -1.670 -1.9 -0.8 -0.7 0.266
H 2.678 0.252 2.142 -1.2 0.3 -0.4 0.368
H 3.107 0.468 0.569 -0.5 -1.0 -0.6 0.355
H 1.569 1.017 0.865 -1.0 0.7 0.6 0.348
H 0.398 -0.644 2.586 0.1 0.4 1.4 0.396
H 1.298 -2.332 2.774 -1.2 1.7 -0.5 0.297
H -0.194 -1.999 1.866 -1.8 -1.4 -1.1 0.415
H 2.494 -1.770 0.941 -0.6 -0.6 -0.4 0.305
H -0.686 -0.036 0.502 1.2 -1.6 -2.1 0.216

Record 5
19
Properties=species:S:1:pos:R:3:forces:R:3:mulliken_charge:R:1 method="wB97M-V/def2-TZVPD" e_homo_ev=-8.7 lumo_energy_ev=0.868 relative_energy_kj_mol=627.77 gap_ev=9.55 total_charge=0
C 0.543 1.422 0.168 0.8 -0.3 -1.2 -0.023
C 0.631 2.244 1.163 1.9 -0.8 0.6 -0.609
C -3.094 -0.361 -0.707 -0.6 0.4 0.3 -0.486
C -1.657 -0.437 -0.208 1.6 -0.5 -0.5 -0.366
C -2.789 1.094 -0.800 -0.4 -1.5 0.9 -0.292
C 2.779 -1.260 -0.077 -0.4 -0.9 1.1 -0.858
N -1.596 1.032 -0.412 2.1 0.2 0.9 -0.313
S 4.554 -1.009 0.106 0.0 -0.7 1.3 -0.212
H -0.220 2.444 1.756 -0.5 0.9 0.7 0.336
H 1.745 2.257 1.523 -2.2 0.2 -0.5 0.247
H -3.111 -0.697 -1.697 -0.4 -1.1 -1.6 0.223
H -3.957 -0.725 -0.184 -0.2 -0.1 0.5 0.315
H -1.308 -0.721 0.804 -0.8 0.1 -0.5 0.329
H -1.018 -1.002 -0.950 -0.4 0.7 0.9 0.150
H -3.324 1.946 -1.030 -1.1 1.8 -0.7 0.482
H 2.773 -2.287 -0.390 -0.8 -0.3 -0.6 0.378
H 2.113 -1.198 0.808 0.9 0.2 0.0 0.300
H 2.347 -0.589 -0.766 -0.2 0.6 -1.1 0.288
H 4.589 -2.155 0.892 0.6 1.1 -0.6 0.111

Record 6
19
Properties=species:S:1:pos:R:3:forces:R:3:mulliken_charge:R:1 method="wB97M-V/def2-TZVPD" e_homo_ev=-8.5 lumo_energy_ev=0.849 relative_energy_kj_mol=295.62 smiles="C=C[C@@H]1C[C@H](N)[C@@H]1S" gap_ev=9.31 total_charge=0
C -3.037 0.907 0.999 -3.4 0.1 -0.2 -0.653
C -1.789 1.124 0.638 1.5 0.4 -0.1 -0.255
C -0.666 0.170 0.946 2.1 -1.1 -0.2 0.237
C 0.817 0.680 1.342 -0.6 -1.9 -2.6 -0.928
C 1.414 -0.611 0.535 -2.0 0.2 0.9 -0.147
N 2.686 -0.840 -0.126 2.3 3.6 -0.6 -0.599
C 0.018 -0.747 -0.214 -1.1 0.7 0.8 -0.289
S 0.003 -0.228 -1.890 1.0 0.9 -1.7 -0.304
H -3.766 1.744 0.586 1.1 -2.1 1.3 0.202
H -3.518 -0.062 1.555 1.5 2.6 -1.4 0.214
H -1.551 2.104 0.092 -0.2 -1.7 0.8 0.212
H -0.958 -0.657 1.657 -0.1 1.2 -0.4 0.266
H 0.995 1.583 0.777 0.3 0.5 0.2 0.328
H 1.125 0.676 2.362 0.0 0.5 0.7 0.324
H 1.223 -1.358 1.262 0.7 -1.2 1.0 0.316
H 3.094 0.169 -0.501 -1.5 -3.4 1.1 0.291
H 3.505 -1.213 0.451 -2.1 0.6 -0.6 0.295
H -0.650 -1.617 -0.319 1.3 -0.7 0.9 0.354
H 1.110 -0.974 -2.268 -0.8 0.6 0.4 0.137

Record 7
19
Properties=species:S:1:pos:R:3:forces:R:3:mulliken_charge:R:1 method="wB97M-V/def2-TZVPD" e_homo_ev=-8.8 lumo_energy_ev=0.872 relative_energy_kj_mol=467.06 gap_ev=9.64 total_charge=0
C 0.959 1.449 0.080 -0.9 0.4 -2.8 -1.132
C 0.812 -0.114 0.018 0.8 1.8 0.0 0.544
C 0.120 -0.627 1.359 0.6 1.6 -2.9 -0.891
C -1.276 -0.825 0.579 0.0 -0.8 2.2 -0.278
C -1.540 0.427 -0.340 -0.7 -0.7 -1.7 -0.359
C -0.388 -0.267 -1.067 2.6 -3.1 2.7 -0.683
H 1.331 1.930 1.030 -0.1 -0.5 -1.4 0.368
H 1.345 1.836 -0.985 0.3 -0.6 2.6 0.347
H -0.131 1.706 -0.163 3.0 0.8 1.5 0.000
H 3.302 0.379 -0.287 -1.5 -2.7 0.1 0.157
H 0.352 0.252 2.063 -1.0 -1.9 -0.4 0.266
H 0.636 -1.587 1.517 -0.9 0.4 0.8 0.467
H -1.969 -1.380 1.147 -1.6 0.4 1.2 0.608
H -2.358 0.324 -1.105 0.0 -0.1 1.4 0.337
H -1.386 1.547 -0.111 -1.5 -2.3 0.2 0.265
H -0.011 -0.123 -2.043 -0.2 0.1 -1.3 0.572
H -1.490 -2.230 -0.982 -3.3 -1.3 -2.0 0.208
N -0.858 -1.754 -0.474 4.7 5.3 0.3 -0.535
S 2.550 -0.941 -0.235 -0.3 3.3 -0.3 -0.261

Record 8
19
Properties=species:S:1:pos:R:3:forces:R:3:mulliken_charge:R:1 method="wB97M-V/def2-TZVPD" e_homo_ev=-9.0 lumo_energy_ev=0.810 relative_energy_kj_mol=265.09 smiles="C=C(C)[C@]1(C)CN1S" gap_ev=9.78 total_charge=0
C -1.638 0.339 -1.459 0.4 0.7 -1.1 -0.991
C -0.777 0.411 -0.460 0.0 -0.8 0.4 0.223
C -0.769 1.563 0.473 2.7 1.0 1.7 -1.198
C 0.226 -0.664 -0.119 1.2 0.1 -0.5 1.152
C 1.603 -0.507 -0.771 0.8 0.1 -1.2 -1.511
C -0.209 -2.055 0.246 1.5 1.2 -0.4 -0.682
N 0.181 -1.060 1.284 -1.6 -0.9 -1.0 -0.307
S 1.527 -1.317 2.281 0.7 -0.8 -1.2 -0.190
H -2.256 1.209 -1.590 -0.5 0.2 -0.1 0.320
H -1.594 -0.291 -2.346 -0.1 -0.6 0.6 0.298
H -1.265 1.349 1.428 -0.4 0.1 -0.4 0.295
H 0.353 1.651 0.897 -2.2 0.2 -1.2 0.246
H -1.083 2.542 0.038 0.2 -0.9 0.4 0.389
H 2.466 -0.481 -0.111 -0.2 0.3 0.6 0.366
H 1.742 0.321 -1.476 -0.6 0.5 0.6 0.381
H 1.910 -1.281 -1.467 -0.6 -0.9 0.1 0.428
H -1.223 -2.318 0.025 -0.5 -0.2 0.7 0.323
H 0.572 -2.769 -0.017 -0.4 -0.2 0.2 0.335
H 0.943 -0.609 3.169 -0.3 0.9 1.8 0.123

Record 9
20
Properties=species:S:1:pos:R:3:forces:R:3:mulliken_charge:R:1 method="wB97M-V/def2-TZVPD" e_homo_ev=-8.1 lumo_energy_ev=0.553 relative_energy_kj_mol=0.00 gap_ev=8.66 total_charge=0
C -3.003 -0.753 0.290 2.2 -0.4 -1.7 -0.426
C -2.033 -1.567 -0.377 -1.9 -0.1 -0.1 -0.612
C -2.742 0.538 0.600 2.0 1.3 0.0 -0.598
C -0.801 -1.030 -0.643 1.9 -2.4 -0.4 -0.280
C -1.396 1.011 0.393 -1.2 1.2 1.3 -0.094
C -0.429 0.209 -0.181 -0.8 1.5 0.9 0.791
N 1.688 2.320 0.241 -1.7 -1.6 0.2 -0.413
Si 3.160 -1.385 0.323 -0.5 3.1 -2.3 0.289
Si 1.283 0.770 -0.486 2.5 -0.5 0.8 0.081
H -3.983 -1.044 0.295 -2.3 -1.2 0.4 0.395
H -2.444 -2.526 -0.785 1.0 0.8 0.5 0.287
H -3.541 1.195 0.941 0.3 -0.1 0.1 0.357
H 0.075 -1.621 -1.087 -1.7 0.4 0.3 0.144
H -1.146 2.050 0.773 -0.4 -1.3 -0.6 0.015
H 2.489 2.865 -0.042 -0.5 0.3 0.2 0.223
H 0.805 2.746 0.565 1.5 0.5 -0.2 0.210
H 2.587 -2.367 1.194 -0.3 -0.9 0.2 -0.091
H 4.313 -0.757 0.964 0.1 0.2 0.5 -0.121
H 3.808 -1.628 -1.052 -0.7 -0.7 0.8 -0.076
H 1.309 0.972 -1.926 0.4 -0.3 -0.7 -0.081

Record 10
18
Properties=species:S:1:pos:R:3:forces:R:3:mulliken_charge:R:1 method="wB97M-V/def2-TZVPD" e_homo_ev=-1.9 lumo_energy_ev=2.611 relative_energy_kj_mol=473.63 gap_ev=4.50 total_charge=-1
C -3.773 0.281 -0.145 0.2 0.3 0.2 -0.416
O -4.326 -0.751 -0.773 -0.1 -0.1 -0.1 -0.871
C -2.236 0.151 0.043 -0.2 0.7 -0.3 -0.755
C 1.271 0.749 0.531 -1.3 0.5 -0.8 -0.765
C 1.892 -0.395 0.192 0.9 0.5 1.0 1.142
C 2.042 -1.712 0.238 -0.1 -0.3 -0.5 -0.909
C 3.027 0.525 -0.434 0.7 0.4 -0.6 -1.231
H -3.905 1.288 -0.649 -0.1 -0.1 -0.1 0.160
H -4.174 0.486 0.893 -0.1 -0.1 0.1 0.157
H -2.032 -0.763 0.594 0.2 -0.3 -0.1 0.249
H -1.775 0.160 -0.955 0.1 -0.4 0.2 0.253
H 1.567 1.354 1.379 0.3 -0.3 0.4 0.194
H -1.814 1.016 0.582 -0.1 -0.1 0.1 0.235
H 2.888 -2.111 -0.301 -0.1 -0.4 0.1 0.227
H 1.301 -2.350 0.696 0.1 0.0 0.0 0.285
H 3.661 0.981 0.328 -0.1 0.0 -0.1 0.314
H 3.647 -0.147 -1.013 0.0 -0.6 0.2 0.381
H 2.739 1.240 -1.206 -0.3 0.2 0.4 0.352

Record 11
18
Properties=species:S:1:pos:R:3:forces:R:3:mulliken_charge:R:1 method="wB97M-V/def2-TZVPD" spin_multiplicity=2 e_homo_ev="-9.2 / -9.2" lumo_energy_ev="1.082 / -1.286" relative_energy_kj_mol=252.04 gap_ev="10.26 / 7.87" total_charge=0
C -1.510 -1.336 0.311 2.1 1.0 0.3 -0.397
O -0.622 -2.357 0.088 -0.9 0.0 0.0 -0.376
C -0.957 -0.215 1.334 -3.1 0.3 -3.5 -0.851
C -0.938 1.194 0.567 -0.3 -0.3 1.3 -0.537
C 0.296 1.302 -0.315 -0.5 -3.5 1.8 -0.415
C 1.066 0.194 -0.426 2.7 1.0 -0.6 0.039
C 2.361 0.052 -1.293 -0.7 0.2 -0.9 -1.091
H -2.491 -1.640 0.620 -0.7 -0.9 0.4 0.447
H -1.753 -0.934 -0.691 0.4 0.2 -0.1 0.250
H -1.797 -0.202 1.969 -0.8 0.5 1.4 0.344
H -0.178 -0.691 1.853 1.6 0.3 0.5 0.525
H -1.854 1.171 -0.154 1.2 0.3 1.5 0.281
H -1.060 2.075 1.352 0.2 -1.7 -1.8 0.304
H 0.360 2.188 -0.849 0.7 1.4 -1.3 0.425
H 1.084 -0.692 0.209 -1.2 0.5 0.0 0.244
H 2.112 -0.664 -2.170 0.3 1.6 0.9 0.242
H 3.180 -0.560 -0.808 -0.9 1.2 0.0 0.298
H 2.703 1.117 -1.596 -0.2 -2.1 0.1 0.267

Record 12
19
Properties=species:S:1:pos:R:3:forces:R:3:mulliken_charge:R:1 method="wB97M-V/def2-TZVPD" e_homo_ev=-3.9 lumo_energy_ev=3.472 relative_energy_kj_mol=65.94 gap_ev=7.37 total_charge=-1
C 2.735 2.096 1.246 -0.2 0.0 0.0 -0.906
C 1.444 1.757 1.132 0.5 0.2 0.1 0.833
C 0.779 0.807 2.091 0.1 -0.2 0.1 -1.014
C 0.568 2.302 0.037 0.1 0.0 -0.2 -1.015
H 3.203 2.790 0.539 -0.2 -0.3 0.3 0.245
H 3.359 1.690 2.051 -0.2 0.1 -0.3 0.245
H 1.491 0.458 2.858 -0.3 0.1 -0.3 0.280
H 0.391 -0.070 1.546 0.0 0.3 0.2 0.259
H -0.064 1.309 2.596 0.2 -0.2 -0.2 0.264
H 0.173 1.475 -0.577 0.0 0.3 0.2 0.260
H -0.282 2.854 0.473 0.2 -0.2 -0.2 0.264
H 1.134 2.987 -0.617 -0.2 -0.2 0.2 0.280
O -1.089 -2.660 -0.423 -0.2 0.3 -0.6 -0.729
O -1.297 -1.324 -2.253 -0.1 -0.5 0.4 -0.729
C -1.539 -2.350 -1.560 0.2 0.2 0.2 0.583
C -2.556 -3.350 -2.175 0.0 -0.3 -0.2 -0.782
H -3.571 -3.064 -1.851 0.3 -0.1 -0.1 0.163
H -2.520 -3.328 -3.277 -0.1 0.1 0.4 0.249
H -2.357 -4.381 -1.836 -0.1 0.4 0.0 0.249

Record 13
21
Properties=species:S:1:pos:R:3:forces:R:3:mulliken_charge:R:1 method="wB97M-V/def2-TZVPD" e_homo_ev="-3.6 / -3.4" lumo_energy_ev="3.451 / 3.505" relative_energy_kj_mol=393.55 gap_ev="7.06 / 6.86" total_charge=-1
C 0.931 2.079 0.009 0.4 2.3 2.4 -0.330
C 1.096 1.388 -1.253 -1.5 -0.9 -2.7 -0.310
C 1.628 0.771 -0.065 1.1 -1.0 1.3 -0.021
C -1.642 -0.297 0.973 0.6 -1.1 0.4 -1.274
C -0.278 -1.998 -0.303 0.9 -0.1 1.9 -0.709
C -0.324 -1.016 0.838 -2.2 1.0 -4.9 -0.364
O 3.933 0.016 1.343 -1.0 0.4 -1.2 -0.660
O 3.045 -1.311 -0.504 -0.6 -2.0 -0.9 -0.659
O 0.853 -2.836 -0.375 1.0 2.4 -0.3 -0.636
S 3.342 0.043 -0.045 0.8 2.2 1.9 0.472
H 1.470 3.105 0.122 -0.8 -1.9 0.0 0.222
H -0.025 1.991 0.558 0.5 0.5 -0.4 0.015
H 0.207 0.841 -1.631 0.5 0.6 -0.3 0.031
H 1.705 1.902 -2.013 -0.1 -0.6 0.3 0.265
H -1.783 -0.261 2.046 -0.9 0.0 0.2 0.251
H -2.398 -0.875 0.420 -0.1 -0.1 0.6 0.396
H -1.821 0.697 0.612 0.7 0.9 -0.4 0.335
H -1.160 -2.592 -0.288 -1.0 -1.3 0.6 0.482
H -0.535 -1.401 -1.121 0.4 1.1 -2.4 0.243
H 0.254 -1.225 1.601 2.7 -0.7 4.0 0.778
H 1.676 -2.153 -0.409 -1.3 -1.7 0.1 0.472